Computed, not measured: a molecular structure, C43H57BrN2O3PdSSb2, with ωB97M-V with the def2-TZVPD basis set.

The geometry in XYZ format:
```
110
Properties=species:S:1:pos:R:3:forces:R:3:lowdin_spin:R:1
Sb 0.705 0.894 4.693 -0.1 0.1 -0.2 0.51
Sb 2.473 -0.774 0.359 0.4 0.0 -0.5 0.38
Pd -0.578 -0.246 -0.704 -0.3 0.5 0.0 0.96
Br -3.489 0.080 -1.554 -0.1 0.0 0.0 0.01
S 0.553 -2.500 -1.539 0.1 -0.2 -0.1 0.02
O 1.548 -1.404 -1.809 0.0 -0.5 0.2 0.10
O -0.748 -2.150 -2.111 0.2 0.3 0.2 0.03
O 0.476 -2.735 -0.090 -0.1 0.0 0.0 0.07
N -0.575 1.313 0.726 0.0 0.1 -0.2 0.53
N -1.220 0.754 -2.950 -0.1 -0.2 0.1 0.03
C 3.367 -1.896 5.061 0.0 0.0 0.0 0.02
C -3.753 2.570 4.356 0.0 0.0 0.0 -0.01
C -0.447 0.864 -4.037 0.1 0.1 0.1 0.00
C -2.935 1.570 3.590 0.0 0.0 0.0 0.01
C 2.452 -5.044 -3.976 0.0 0.0 0.0 0.00
C -1.374 1.050 1.796 0.1 -0.2 0.0 0.06
C 0.955 2.491 -0.736 0.0 0.0 0.0 0.01
C -2.443 0.292 -3.127 0.0 0.0 0.0 0.00
C -1.524 -0.325 2.113 -0.1 -0.1 0.0 0.12
C 5.117 -0.668 3.311 0.1 0.0 0.0 0.02
C 1.386 -0.991 3.881 0.0 0.0 0.1 0.10
C 0.059 0.681 -6.494 0.0 0.0 0.0 0.00
C 1.450 3.850 -1.238 0.0 0.0 0.0 0.00
C -0.114 2.655 0.356 0.0 -0.1 0.0 0.05
C 2.565 -7.556 -4.110 0.0 0.0 0.0 0.00
C -2.355 -0.758 3.127 0.1 0.0 -0.1 0.00
C 1.018 4.800 1.023 0.0 0.0 0.0 0.00
C -0.787 4.823 -0.717 0.0 0.0 0.0 0.01
C 2.085 -6.287 -3.469 0.0 0.0 0.0 0.00
C -2.981 -0.069 -4.350 0.1 0.1 0.0 0.00
C 2.861 -1.104 4.028 -0.1 -0.2 0.1 0.04
C 3.340 -2.645 0.783 0.0 -0.1 0.0 0.05
C 5.607 -1.469 4.328 0.0 0.0 0.0 0.02
C -2.160 0.055 -5.455 0.0 0.0 0.0 0.00
C 1.257 -6.335 -2.347 0.0 0.0 0.0 0.00
C 4.730 -2.083 5.214 0.0 0.0 0.0 0.03
C 0.803 -5.176 -1.746 0.1 -0.1 0.0 0.00
C 0.268 4.636 -1.809 0.0 0.0 0.0 0.00
C 2.007 -3.869 -3.390 0.0 0.0 0.0 0.00
C -0.856 0.530 -5.317 -0.1 0.0 0.0 0.00
C 3.895 -0.070 -1.037 0.1 0.1 -0.1 0.03
C -0.444 0.363 6.378 0.0 0.0 0.1 0.08
C -3.060 0.204 3.856 0.0 0.0 0.1 0.15
C -0.180 5.577 0.468 0.0 0.0 0.0 0.00
C 3.256 0.425 2.075 -0.5 -0.2 0.0 0.17
C 2.069 4.622 -0.073 0.0 0.0 0.0 0.00
C 2.401 1.816 5.550 0.1 0.0 0.0 0.09
C 0.544 3.424 1.515 0.0 0.0 0.0 0.02
C 1.188 -3.949 -2.275 -0.2 0.0 0.0 0.00
C 3.748 -0.461 3.150 0.0 0.2 0.0 0.03
C -1.288 3.452 -0.250 -0.1 0.1 0.0 0.03
C -2.086 1.990 2.577 -0.1 0.1 0.1 0.14
C -2.520 -2.223 3.420 0.0 0.0 0.0 -0.01
H 5.104 -2.707 6.013 0.0 0.0 0.0 0.00
H 3.199 -7.352 -4.971 0.0 0.0 0.0 0.00
H 1.403 2.843 1.873 0.0 0.0 0.0 0.00
H -1.692 2.878 -1.089 0.0 0.0 0.0 0.00
H 1.800 1.929 -0.318 0.0 0.0 0.0 0.00
H -2.096 3.577 0.474 0.1 0.0 -0.1 0.00
H -1.181 -0.382 6.093 0.0 0.0 0.0 0.00
H 2.422 5.597 -0.413 0.0 0.0 0.0 0.00
H 1.072 0.924 -6.177 0.0 0.0 0.0 0.00
H 2.940 4.085 0.320 0.0 0.0 0.0 0.00
H 0.538 1.908 -1.563 0.0 0.0 0.0 0.00
H 4.411 -2.481 0.902 0.0 0.0 0.0 0.01
H -0.165 4.103 -2.660 0.0 0.0 0.0 0.00
H 3.136 -8.158 -3.403 0.0 0.0 0.0 0.00
H -3.992 -0.437 -4.426 0.0 0.0 0.0 0.00
H -2.373 -2.439 4.479 0.0 0.0 0.0 0.00
H 2.434 1.080 2.362 0.0 0.1 0.1 0.00
H 0.164 -5.220 -0.875 0.0 0.0 0.0 0.00
H 6.674 -1.611 4.433 0.0 0.0 0.0 0.00
H 0.096 -0.237 -7.079 0.0 0.0 0.0 0.00
H -0.959 -1.059 1.536 -0.1 0.0 0.0 0.01
H 0.144 6.571 0.152 0.0 0.0 0.0 0.00
H -1.636 5.382 -1.115 0.0 0.0 0.0 0.00
H -0.131 3.561 2.359 0.0 0.0 0.0 0.00
H 5.808 -0.181 2.634 0.0 0.0 0.0 0.00
H -0.932 1.233 6.807 0.0 0.0 0.0 0.00
H -0.933 5.723 1.249 0.0 0.0 0.0 0.00
H 0.980 -1.080 2.874 0.1 0.0 0.0 0.01
H 2.198 3.684 -2.017 0.0 0.0 0.0 0.00
H 1.721 -8.160 -4.444 0.0 0.0 0.0 0.00
H 1.449 5.341 1.868 0.0 0.0 0.0 0.00
H 3.154 2.012 4.792 0.0 0.0 0.0 0.00
H 2.680 -2.391 5.738 0.0 0.0 0.0 0.00
H 2.102 2.739 6.040 0.0 0.0 0.0 0.00
H -3.530 -2.548 3.167 0.0 0.0 0.0 0.00
H 2.779 1.100 6.280 0.1 0.0 0.0 0.01
H 3.096 -4.994 -4.844 0.0 0.0 0.0 0.00
H -0.286 1.478 -7.154 0.0 0.0 0.0 0.00
H -2.040 3.045 2.353 0.0 -0.1 0.0 0.00
H 0.557 1.238 -3.866 0.0 0.0 0.0 0.00
H -4.724 2.709 3.877 0.0 0.0 0.0 0.00
H 3.148 -3.300 -0.064 0.0 0.0 0.0 0.00
H -3.265 3.543 4.396 0.0 0.0 0.0 0.00
H -3.736 -0.119 4.640 0.0 0.0 0.0 0.01
H 0.860 -1.686 4.537 0.0 -0.1 -0.1 0.01
H 0.964 -7.294 -1.941 0.0 0.0 0.0 0.00
H 3.493 0.744 -1.637 0.0 0.0 0.0 0.00
H 2.298 -2.909 -3.791 0.0 0.0 0.0 0.00
H -2.533 -0.224 -6.433 0.0 0.0 0.0 0.00
H 4.136 -0.907 -1.688 0.0 0.0 0.0 0.00
H 4.786 0.265 -0.508 0.0 0.0 0.0 0.01
H 0.609 5.607 -2.176 0.0 0.0 0.0 0.00
H -3.940 2.233 5.375 0.0 0.0 0.0 0.00
H 0.271 -0.049 7.093 -0.1 0.0 0.1 0.01
H 4.030 1.000 1.575 0.1 0.1 0.1 0.01
H -1.821 -2.824 2.841 0.0 0.0 0.0 0.00
H 2.916 -3.083 1.683 0.0 0.0 0.0 0.00
```
Positions in Å, forces in eV/Å.

Computed properties:
2S+1 = 5
<S²> = 6.048
Energy above the lowest of the compared OMol25 structures with the same formula, charge and spin = 155.4 kJ/mol
Total charge = +2
LUMO level (spin up / spin down) = -4.29 / -8.29 eV
HOMO (spin up / spin down) = -0.4668 / -0.4846 hartree

***

Computed, not measured: a molecular structure, C43H57N2O2SeV at a distorted geometry, with ωB97M-V with the def2-TZVPD basis set.

The geometry in XYZ format:
```
106
Properties=species:S:1:pos:R:3:forces:R:3:lowdin_spin:R:1
Se 1.465 2.511 0.265 0.0 0.2 -0.1 0.01
V -1.200 1.997 0.007 0.8 0.0 0.1 2.61
O -0.609 2.211 -1.913 0.6 -0.4 -0.8 0.04
O -0.935 1.524 1.909 0.9 -0.7 1.0 0.05
N -2.886 0.857 -0.343 -1.4 -0.3 -0.2 -0.01
N -2.520 3.482 -0.178 -1.1 1.3 -0.2 0.01
C 2.886 0.172 -2.910 -0.1 0.0 -0.1 0.00
C -5.523 -0.135 0.746 0.0 -0.1 0.0 0.00
C 0.631 0.974 -3.539 0.4 -0.3 -0.3 0.00
C 4.290 -1.000 4.741 0.0 0.0 0.1 0.00
C 2.763 0.846 -1.708 0.0 0.1 0.0 0.00
C -4.416 -1.010 0.177 -0.2 -0.1 0.1 0.00
C -2.381 -2.820 -0.405 0.0 0.1 0.1 0.00
C -3.704 3.027 -0.751 0.4 0.1 0.2 0.01
C -0.193 0.358 -5.875 0.0 -0.1 0.0 0.00
C 4.693 -0.246 -4.612 0.1 0.1 -0.1 0.00
C 0.411 -1.907 -0.051 0.0 -0.2 0.0 0.00
C 0.501 1.606 -2.275 -0.8 0.6 0.4 0.01
C -3.149 -0.542 -0.208 0.3 0.7 -0.3 0.00
C -0.632 -0.480 5.798 0.0 0.0 0.1 0.00
C -3.848 1.621 -0.846 0.9 0.0 0.1 0.09
C 1.598 1.543 -1.399 0.4 -0.2 0.2 0.01
C -1.844 -1.189 3.747 -0.1 0.0 -0.2 0.00
C -3.656 -3.295 -0.135 0.0 0.1 0.0 0.00
C 2.573 -0.442 3.000 0.1 0.1 -0.2 0.01
C -3.844 5.263 -0.646 -0.1 0.0 -0.1 0.01
C -5.440 -0.047 2.269 0.0 0.0 0.1 0.00
C 5.195 -0.594 -2.211 0.1 0.0 0.1 0.00
C 2.563 0.471 1.961 -0.1 0.0 0.0 0.00
C -0.905 2.480 -4.835 -0.1 0.2 -0.1 0.00
C 0.227 0.177 3.504 0.4 -0.6 0.1 0.00
C -1.893 1.202 4.510 0.0 0.1 0.2 0.00
C -4.650 -2.386 0.180 0.0 0.1 0.1 0.00
C 3.797 -1.304 3.322 -0.2 0.1 0.0 0.00
C -2.614 4.830 -0.128 0.0 -0.8 -0.1 0.06
C -1.020 -0.055 4.376 0.1 0.0 -0.2 0.00
C 1.805 0.277 -3.800 -0.2 0.0 -0.1 0.00
C -0.531 1.023 -4.537 0.1 0.0 0.2 0.00
C 3.415 -2.784 3.219 0.0 -0.2 0.0 0.00
C 1.397 -0.541 3.752 -0.2 0.1 0.3 0.00
C -0.662 -1.012 -0.662 -0.3 -0.1 0.2 0.01
C -2.101 -1.455 -0.421 0.4 -0.3 -0.1 0.00
C -4.540 4.121 -1.051 0.1 -0.1 0.0 0.05
C 4.953 -1.057 2.349 0.1 0.0 -0.1 0.00
C 4.099 -0.689 -3.270 -0.2 0.1 0.0 0.00
C 3.664 -2.157 -3.377 -0.1 -0.1 0.0 0.00
C 1.403 1.165 1.635 0.5 -0.1 -0.1 0.01
C 0.200 0.981 2.336 -1.4 0.6 -0.4 0.01
C -1.740 0.292 -3.934 -0.2 -0.1 0.0 0.00
H -2.573 0.319 -4.647 0.0 0.0 0.1 0.00
H 3.455 0.652 1.376 0.0 0.0 0.0 0.00
H -5.367 -1.040 2.722 -0.1 0.0 0.0 0.00
H 1.399 -1.223 4.598 0.0 0.1 -0.1 0.00
H 4.667 -1.283 1.317 0.0 0.0 0.1 0.00
H 3.499 -1.146 5.481 0.1 0.0 -0.1 0.00
H -2.063 0.747 -2.994 0.1 0.0 -0.2 0.00
H -0.158 -1.464 5.839 0.0 0.0 0.0 0.00
H -6.482 -0.567 0.447 0.0 -0.1 0.0 0.00
H 5.031 0.793 -4.561 0.0 -0.1 0.0 0.00
H 0.264 -2.030 1.028 0.0 0.0 -0.1 0.00
H 3.238 -2.507 -2.431 0.0 0.1 0.0 0.00
H -1.300 2.052 4.865 0.0 -0.1 0.0 0.00
H 6.062 -1.182 -2.526 0.0 0.0 0.0 0.00
H 5.526 0.438 -2.061 0.0 0.0 0.0 0.00
H -3.862 -4.359 -0.143 0.0 0.0 0.0 0.00
H -1.052 0.471 -6.545 0.1 0.0 0.0 0.00
H 5.131 -1.649 5.010 0.0 0.0 0.0 0.00
H -0.503 -0.045 -0.202 0.0 0.2 0.1 0.00
H 0.008 -0.714 -5.777 0.0 0.1 0.1 0.00
H 3.570 0.840 -0.987 0.0 0.0 0.0 0.00
H -5.641 -2.731 0.464 0.1 0.0 0.0 0.00
H 0.046 0.240 6.267 -0.1 0.0 -0.1 0.00
H 1.891 -0.236 -4.752 0.0 0.0 0.0 0.00
H 5.309 -0.023 2.380 -0.1 -0.1 0.0 0.00
H -1.541 -0.539 6.404 0.1 0.0 0.0 0.00
H -1.497 -0.759 -3.742 0.0 0.1 -0.1 0.00
H 4.622 0.040 4.816 0.0 -0.1 0.0 0.00
H 4.863 -0.984 -1.245 0.0 0.0 -0.1 0.00
H 3.104 -3.031 2.199 0.0 0.0 0.1 0.00
H 0.671 0.823 -6.363 -0.1 0.0 0.1 0.00
H 1.395 -1.459 -0.206 -0.1 0.0 0.0 0.00
H -1.272 -2.123 3.743 0.0 0.1 0.0 0.00
H 2.586 -3.040 3.884 0.1 0.1 0.0 0.00
H -2.770 -1.355 4.310 0.1 0.0 0.0 0.00
H -2.120 -0.955 2.713 0.0 0.0 0.1 0.00
H -1.578 -3.520 -0.601 -0.1 0.0 0.0 0.00
H -0.470 -0.863 -1.725 0.0 0.0 -0.1 0.00
H -1.742 2.509 -5.544 0.1 0.0 0.1 0.00
H -5.513 0.873 0.348 -0.1 -0.1 0.1 0.00
H 5.551 -0.873 -4.879 -0.1 0.0 0.0 0.00
H -4.179 6.289 -0.714 0.0 -0.1 0.0 0.00
H -5.533 4.074 -1.480 0.1 0.0 0.0 0.00
H -4.698 1.188 -1.362 0.0 0.0 0.0 0.00
H -4.556 0.515 2.578 0.0 0.0 0.0 0.00
H 2.901 -2.295 -4.149 0.1 0.0 0.0 0.00
H 3.965 -0.316 -5.425 0.0 0.0 0.1 0.00
H 4.273 -3.414 3.483 -0.1 0.0 0.0 0.00
H -2.679 1.006 5.248 0.0 0.0 0.0 0.00
H -2.342 1.499 3.572 0.0 -0.1 -0.1 0.00
H 5.796 -1.704 2.615 -0.1 0.0 0.0 0.00
H 0.422 -2.899 -0.511 0.1 0.0 0.0 0.00
H -0.057 2.999 -5.296 -0.1 0.0 0.0 0.00
H -6.320 0.459 2.677 0.1 0.0 0.0 0.00
H 4.520 -2.793 -3.628 0.0 0.0 0.0 0.00
H -1.795 5.416 0.258 0.0 0.1 0.0 0.00
H -1.194 3.013 -3.928 0.1 -0.1 -0.1 0.00
```
Positions in Å, forces in eV/Å.

Computed properties:
2S+1 = 4
<S²> = 3.771
Energy above the lowest of the compared OMol25 structures with the same formula, charge and spin = 22.1 kJ/mol
Total charge = -1
LUMO level (spin up / spin down) = 2.45 / 2.45 eV
HOMO (spin up / spin down) = -0.1110 / -0.1737 hartree